Entry 1:
DFT (ωB97M-V/def2-TZVPD) results for C32H87CrF12N9O20S4 as an isolated structure at a distorted geometry.

Cartesian coordinates (Å):
Cr (-2.9022, -1.0966, 2.2705)
C (-2.5727, -2.6853, 6.1504)
F (-1.9517, -3.3739, 5.1935)
F (-3.1239, -3.4354, 7.0535)
F (-1.6801, -1.8860, 6.6820)
S (-3.9459, -1.7124, 5.2401)
O (-4.5851, -2.6742, 4.3703)
O (-4.8237, -1.1507, 6.2162)
N (-3.1806, -0.6047, 4.1348)
S (-3.0772, 0.7667, 4.9750)
O (-2.8103, 0.6279, 6.3787)
O (-2.2134, 1.7109, 4.3167)
C (-4.8299, 1.5500, 4.7673)
F (-5.6275, 0.7464, 4.0787)
F (-5.3141, 1.8309, 5.9422)
F (-4.6990, 2.6752, 4.0743)
C (-0.7698, 0.6500, -0.5459)
F (-0.2045, -0.5193, -0.7969)
F (-0.1412, 1.5757, -1.2383)
F (-2.0472, 0.6521, -0.8940)
S (-0.4999, 1.0197, 1.3024)
O (0.8714, 1.3814, 1.4472)
O (-1.4470, 2.0381, 1.6887)
N (-1.0373, -0.4620, 2.1061)
S (0.1581, -0.7294, 3.1964)
O (0.6523, 0.3886, 3.9508)
O (-0.3174, -1.8005, 4.0257)
C (1.6439, -1.5846, 2.2586)
F (2.6537, -0.7530, 2.2374)
F (1.9591, -2.6657, 2.9233)
F (1.2818, -1.9186, 1.0310)
O (-3.6943, 0.7223, 1.7296)
H (-4.3581, 0.8882, 1.0390)
H (-3.2662, 1.5907, 1.8956)
O (2.2283, -4.7660, 5.6016)
H (1.6476, -4.5116, 4.8764)
H (2.6302, -5.5944, 5.3160)
O (-3.7183, 3.1369, -0.0299)
H (-3.7297, 3.8007, -0.7328)
H (-3.3383, 3.5914, 0.7338)
O (-2.4576, -3.1127, 2.5128)
H (-1.7290, -3.7223, 2.3383)
H (-3.0928, -3.6087, 3.0661)
O (-2.8423, -1.6127, 0.2706)
H (-2.2238, -2.2238, -0.2113)
H (-3.4038, -1.1791, -0.4300)
C (-2.4247, -5.0650, -1.1286)
C (-1.1913, -4.4134, -1.7573)
C (-1.6216, -3.6629, -3.0096)
O (-0.4845, -3.0081, -3.5312)
C (-0.8133, -2.0544, -4.5053)
N (-0.6492, -3.4118, -0.8115)
H (-2.8564, -5.8386, -1.7672)
H (-3.2575, -4.4540, -0.7743)
H (-2.1092, -5.6198, -0.2360)
H (-0.4455, -5.1871, -1.9485)
H (-2.3498, -2.8900, -2.7357)
H (-2.0398, -4.4256, -3.6763)
H (0.0835, -1.5595, -4.8818)
H (-1.5144, -1.2584, -4.2476)
H (-1.1713, -2.5104, -5.4367)
H (-0.3090, -3.9388, -0.0162)
H (0.0780, -2.9084, -1.3044)
C (3.3106, 2.0719, -6.2857)
C (1.9401, 2.6337, -6.5842)
C (1.1300, 3.3522, -5.4654)
O (0.6920, 2.6161, -4.3315)
C (0.0574, 1.3734, -4.6279)
N (2.1199, 3.5897, -7.6999)
H (3.2808, 1.2482, -5.5674)
H (3.9805, 2.8148, -5.8448)
H (3.8307, 1.7748, -7.1959)
H (1.2764, 1.8219, -6.9164)
H (0.2671, 3.8751, -5.8900)
H (1.8359, 4.0649, -5.0294)
H (-0.3613, 1.0043, -3.6947)
H (0.8008, 0.6741, -5.0085)
H (-0.7760, 1.5107, -5.3233)
H (1.1961, 3.7248, -8.1051)
H (2.6625, 3.1661, -8.4424)
C (-4.1080, -0.1942, -3.5878)
C (-5.1813, 0.0631, -2.5283)
C (-6.6012, -0.0522, -3.0477)
O (-6.9041, 1.0254, -3.8918)
C (-8.2854, 1.0509, -4.2068)
N (-4.9671, -0.9785, -1.4841)
H (-4.2160, -1.1647, -4.0727)
H (-3.1034, -0.1427, -3.1676)
H (-4.1789, 0.6311, -4.2991)
H (-5.0482, 1.0608, -2.1066)
H (-7.2918, -0.1122, -2.1968)
H (-6.6824, -1.0133, -3.5806)
H (-8.5584, 1.9996, -4.6627)
H (-8.9392, 0.7869, -3.3740)
H (-8.4824, 0.3194, -5.0027)
H (-5.6732, -0.9028, -0.7432)
H (-5.3274, -1.8563, -1.8710)
C (1.7949, -1.3700, 7.6883)
C (2.9610, -0.8029, 6.9427)
C (3.7242, 0.3552, 7.6110)
O (2.9206, 1.4544, 7.9135)
C (2.4105, 2.1414, 6.7841)
N (3.9188, -1.9390, 6.7307)
H (1.9527, -1.5937, 8.7436)
H (1.3823, -2.2498, 7.1867)
H (0.9335, -0.6898, 7.6996)
H (2.7131, -0.4916, 5.9202)
H (4.5671, 0.5770, 6.9436)
H (4.1482, -0.0411, 8.5347)
H (3.1537, 2.2735, 5.9962)
H (2.0243, 3.1083, 7.1019)
H (1.5340, 1.6066, 6.4057)
H (3.3936, -2.6686, 6.2579)
H (4.5799, -1.6166, 6.0254)
C (-0.7666, 6.8297, -1.2172)
C (-0.8085, 5.3209, -1.0111)
C (-0.9314, 4.5753, -2.3345)
O (-2.2624, 4.7404, -2.8319)
C (-2.5102, 3.7794, -3.8374)
N (0.4535, 4.9351, -0.3532)
H (-0.1102, 7.0757, -2.0519)
H (-0.4596, 7.3101, -0.2872)
H (-1.7449, 7.2673, -1.4238)
H (-1.6329, 4.9911, -0.3705)
H (-0.6119, 3.5382, -2.2174)
H (-0.2628, 5.0657, -3.0524)
H (-3.4500, 3.8384, -4.3885)
H (-2.4817, 2.7629, -3.4235)
H (-1.7289, 3.8948, -4.5977)
H (0.7169, 3.9896, -0.6253)
H (1.1958, 5.4876, -0.7805)
C (5.4474, -4.0914, 2.8847)
C (5.9399, -2.9808, 1.9537)
C (5.9093, -3.3356, 0.4626)
O (6.4528, -2.3473, -0.3847)
C (6.2855, -2.7043, -1.7390)
N (5.3338, -1.6979, 2.2996)
H (6.1540, -4.9253, 2.8517)
H (4.4434, -4.4584, 2.6721)
H (5.5601, -3.7317, 3.9064)
H (6.9996, -2.8530, 2.1994)
H (4.8653, -3.5362, 0.1623)
H (6.3711, -4.3165, 0.2888)
H (5.2483, -3.0020, -1.9246)
H (6.9924, -3.4497, -2.1045)
H (6.4033, -1.7993, -2.3373)
H (5.8192, -1.0145, 1.7208)
H (4.3605, -1.6487, 2.0021)
C (3.1590, 2.3523, -0.7244)
C (3.9804, 2.0363, -1.9816)
C (3.9309, 0.5517, -2.3088)
O (2.6093, 0.1240, -2.5275)
C (2.4682, -1.2738, -2.5470)
N (3.4373, 2.9011, -3.0282)
H (3.2872, 3.4056, -0.4859)
H (3.4930, 1.7247, 0.1078)
H (2.1056, 2.0984, -0.8233)
H (5.0230, 2.3405, -1.8672)
H (4.4028, 0.0134, -1.4709)
H (4.5890, 0.2737, -3.1468)
H (2.8792, -1.6573, -3.4832)
H (1.4307, -1.5923, -2.4477)
H (2.9340, -1.7571, -1.6792)
H (2.4404, 2.7373, -3.1927)
H (3.8381, 2.5673, -3.8975)

- LUMO level (spin up / spin down): -6.120 / -4.819 eV
- Multiplicity: 4
- Gap between HOMO and LUMO (spin up / spin down): 3.92 / 5.22 eV
- Net charge: +1

=====

Entry 2:
DFT (ωB97M-V/def2-TZVPD) results for C32H88AgN10O14 as an isolated structure at a distorted geometry.

Cartesian coordinates (Å):
Ag (3.0453, 1.4864, -1.4584)
N (2.0653, 4.5354, -2.9301)
O (1.7739, 4.7491, -4.0668)
O (1.9419, 5.4390, -2.1459)
O (2.3864, 3.3851, -2.5410)
N (5.5877, 3.7646, -1.0227)
O (5.1985, 4.8009, -0.5682)
O (4.8562, 2.7800, -1.0897)
O (6.7719, 3.6320, -1.3242)
C (4.1088, -0.9654, 2.2149)
C (4.2166, -0.0735, 1.0292)
C (5.1983, -0.5938, -0.0931)
O (4.9886, 0.0857, -1.3525)
C (5.9995, -0.2004, -2.2833)
N (2.8743, 0.0045, 0.4656)
H (3.5614, -1.8549, 1.9031)
H (3.5585, -0.4613, 3.0093)
H (5.1223, -1.1962, 2.5430)
H (4.5723, 0.8868, 1.4026)
H (5.0814, -1.6608, -0.2826)
H (6.1893, -0.4047, 0.3194)
H (6.9704, -0.2168, -1.7882)
H (5.9762, 0.5478, -3.0757)
H (5.8244, -1.2077, -2.6611)
H (2.3096, 0.2159, 1.2759)
H (2.5005, -0.9294, 0.3748)
C (1.5629, -1.7350, -4.2729)
C (2.3992, -0.6905, -3.5781)
C (2.8785, 0.3222, -4.5317)
O (3.7749, 1.2035, -3.7692)
C (4.5832, 2.0991, -4.5358)
N (1.5936, 0.0586, -2.5910)
H (1.1172, -2.4371, -3.5682)
H (2.1916, -2.2526, -4.9975)
H (0.7846, -1.2196, -4.8356)
H (3.2613, -1.1795, -3.1244)
H (2.0528, 0.8044, -5.0549)
H (3.4239, -0.0491, -5.3993)
H (5.2786, 2.6776, -3.9276)
H (3.9092, 2.8084, -5.0160)
H (5.2154, 1.5693, -5.2484)
H (1.0499, -0.5899, -2.0397)
H (0.7834, 0.4489, -3.0507)
C (11.7037, 2.7048, 0.7836)
C (10.3627, 2.2700, 0.2462)
C (9.2239, 2.0254, 1.3038)
O (9.6467, 1.0642, 2.3073)
C (8.5138, 0.4069, 2.9304)
N (9.9455, 3.3525, -0.6333)
H (11.9919, 2.0436, 1.6008)
H (11.5326, 3.6987, 1.1972)
H (12.4465, 2.6763, -0.0136)
H (10.4921, 1.3541, -0.3303)
H (8.2933, 1.7234, 0.8234)
H (9.0281, 2.9888, 1.7747)
H (7.8255, 1.2051, 3.2084)
H (8.8953, -0.1616, 3.7786)
H (8.0158, -0.3171, 2.2855)
H (8.9508, 3.2655, -0.7855)
H (10.3974, 3.2151, -1.5261)
C (5.4710, 8.1823, 0.4772)
C (3.9643, 8.1398, 0.1990)
C (3.6894, 8.4603, -1.2756)
O (2.3203, 8.1621, -1.5499)
C (1.9219, 8.4780, -2.8654)
N (3.4096, 6.8350, 0.5678)
H (5.5209, 7.9627, 1.5437)
H (5.9779, 9.1231, 0.2624)
H (6.0308, 7.3656, 0.0216)
H (3.4275, 8.8117, 0.8687)
H (4.3399, 7.8241, -1.8759)
H (4.0042, 9.4903, -1.4431)
H (2.1801, 9.4814, -3.2041)
H (0.8594, 8.3586, -3.0771)
H (2.5724, 7.8249, -3.4471)
H (3.7803, 6.7277, 1.5012)
H (4.0342, 6.2181, 0.0684)
C (3.5367, 4.1203, 2.6714)
C (4.9065, 4.4589, 3.2254)
C (5.7957, 3.2241, 3.0012)
O (5.4602, 1.9980, 3.6479)
C (5.1760, 2.1624, 5.0080)
N (5.4427, 5.5775, 2.5279)
H (3.0320, 5.0702, 2.4948)
H (3.0050, 3.5341, 3.4209)
H (3.7101, 3.5381, 1.7664)
H (4.7673, 4.7464, 4.2675)
H (6.7785, 3.4866, 3.3928)
H (5.9905, 3.0191, 1.9485)
H (4.2146, 2.6543, 5.1563)
H (5.9825, 2.6651, 5.5417)
H (5.0132, 1.2564, 5.5918)
H (5.6261, 5.3726, 1.5561)
H (6.3808, 5.7931, 2.8337)
C (9.0449, 6.3107, -2.3587)
C (7.9459, 6.5189, -3.4289)
C (6.7526, 7.3173, -2.8360)
O (5.7891, 7.4480, -3.8764)
C (5.0714, 6.2223, -4.2175)
N (8.5540, 7.1175, -4.5720)
H (8.5530, 5.7034, -1.5990)
H (9.3601, 7.2358, -1.8760)
H (9.9748, 5.8720, -2.7208)
H (7.5946, 5.5512, -3.7871)
H (7.0347, 8.2476, -2.3430)
H (6.2903, 6.7353, -2.0387)
H (4.3153, 6.3640, -4.9897)
H (4.5704, 5.8092, -3.3420)
H (5.8246, 5.5069, -4.5474)
H (7.8528, 7.1294, -5.2988)
H (8.6480, 8.0979, -4.3482)
C (8.8080, -2.8263, -5.8372)
C (8.1178, -1.4571, -5.7371)
C (8.8596, -0.5607, -4.7217)
O (8.1595, 0.6546, -4.4931)
C (8.8167, 1.6321, -3.6560)
N (8.1270, -0.8492, -7.0741)
H (8.7970, -3.2841, -4.8481)
H (9.8244, -2.7285, -6.2185)
H (8.1610, -3.4944, -6.4057)
H (7.1145, -1.6858, -5.3775)
H (9.8509, -0.5022, -5.1711)
H (8.9429, -1.1235, -3.7920)
H (8.8857, 1.2394, -2.6415)
H (8.3147, 2.5995, -3.6651)
H (9.8501, 1.7133, -3.9930)
H (7.7441, 0.0686, -6.8975)
H (9.0448, -0.7215, -7.4760)
C (9.6783, 5.1065, 4.6306)
C (10.0533, 6.3606, 3.8837)
C (8.8894, 7.1891, 3.2363)
O (8.0153, 6.4050, 2.3995)
C (8.5046, 6.1258, 1.1053)
N (10.8822, 7.0531, 4.8007)
H (10.5774, 4.5017, 4.7489)
H (9.0170, 4.5093, 4.0029)
H (9.1639, 5.2912, 5.5737)
H (10.7599, 6.1038, 3.0945)
H (9.2219, 8.0491, 2.6550)
H (8.3275, 7.6002, 4.0749)
H (7.9563, 5.2860, 0.6786)
H (9.5350, 5.7757, 1.0435)
H (8.5399, 6.9682, 0.4144)
H (11.1623, 7.9873, 4.5383)
H (11.7551, 6.5460, 4.8312)

- LUMO level (spin up / spin down): -0.008 / -4.138 eV
- Multiplicity: 2
- Gap between HOMO and LUMO (spin up / spin down): 8.15 / 3.98 eV
- ΔE to the lowest compared entry with this formula, charge and spin: 2.920 eV

=====

Entry 3:
DFT (ωB97M-V/def2-TZVPD) results for a 9-piece molecular cluster, C32H88ClN8O12 overall at a distorted geometry.

Cartesian coordinates (Å):
Cl (0.8776, 0.2861, -0.1618)
O (0.1201, 0.9055, -1.1949)
O (0.2532, 0.4110, 1.1666)
O (0.9866, -1.1328, -0.4795)
O (2.1111, 0.9114, 0.0393)
C (-5.0325, -3.6495, 1.3116)
C (-3.9636, -2.9481, 0.3764)
C (-4.1462, -3.4727, -1.1394)
O (-5.4487, -3.3122, -1.7609)
C (-5.4725, -3.9011, -3.1099)
N (-4.2301, -1.5147, 0.3740)
H (-4.8253, -4.6811, 1.5963)
H (-5.9717, -3.8341, 0.7902)
H (-5.2799, -3.0748, 2.2042)
H (-3.0007, -3.0577, 0.8753)
H (-3.8227, -4.5096, -1.0487)
H (-3.4757, -2.9978, -1.8557)
H (-6.3448, -3.7553, -3.7470)
H (-5.1029, -4.9247, -3.1718)
H (-4.7444, -3.3116, -3.6669)
H (-5.1336, -1.3659, -0.0522)
H (-3.6069, -1.3127, -0.3947)
C (-2.0259, 5.5726, -10.5240)
C (-1.1605, 5.5787, -9.2280)
C (-1.0896, 4.1724, -8.5250)
O (-0.2499, 4.2636, -7.3609)
C (-0.5287, 3.1389, -6.5661)
N (0.2145, 6.0804, -9.4094)
H (-1.6394, 4.8914, -11.2821)
H (-2.2344, 6.4789, -11.0925)
H (-3.0273, 5.1802, -10.3472)
H (-1.6925, 6.2465, -8.5504)
H (-0.7692, 3.3537, -9.1694)
H (-2.0893, 3.8868, -8.1978)
H (-0.6071, 2.1901, -7.0969)
H (-1.4257, 3.2630, -5.9594)
H (0.2244, 3.0373, -5.7846)
H (0.0765, 6.8955, -9.9897)
H (0.5072, 5.4578, -10.1489)
C (2.4169, -8.6379, 0.0490)
C (1.4513, -7.3982, -0.2185)
C (0.0534, -7.4284, 0.4434)
O (0.1137, -7.6034, 1.8469)
C (-1.1227, -7.9159, 2.4937)
N (2.1908, -6.1853, 0.1248)
H (2.7074, -8.8492, 1.0782)
H (3.3318, -8.6156, -0.5430)
H (1.8637, -9.5536, -0.1596)
H (1.2049, -7.3550, -1.2794)
H (-0.6271, -8.2037, 0.0912)
H (-0.4711, -6.4881, 0.2732)
H (-1.7225, -7.0058, 2.4975)
H (-1.0019, -8.1528, 3.5507)
H (-1.7346, -8.7354, 2.1167)
H (2.1826, -6.2565, 1.1322)
H (1.7349, -5.3246, -0.1428)
C (-2.2347, 4.9985, -0.8581)
C (-1.9951, 5.3626, -2.3739)
C (-3.1698, 5.7234, -3.2657)
O (-2.8579, 6.1929, -4.5144)
C (-4.0010, 6.6301, -5.2745)
N (-0.9305, 6.3403, -2.4047)
H (-3.0871, 4.3393, -0.6939)
H (-2.4739, 5.8610, -0.2360)
H (-1.3820, 4.4713, -0.4302)
H (-1.5145, 4.4851, -2.8066)
H (-3.6594, 6.5617, -2.7701)
H (-3.9279, 4.9411, -3.3040)
H (-3.8511, 7.1590, -6.2158)
H (-4.6650, 7.3447, -4.7882)
H (-4.6601, 5.8293, -5.6098)
H (-0.3169, 6.2485, -1.6078)
H (-1.3080, 7.1856, -2.0009)
C (-0.9655, 2.9890, 9.6572)
C (-0.4121, 2.3951, 8.3450)
C (-0.3705, 3.3452, 7.1714)
O (0.4054, 2.8404, 6.0526)
C (-0.0001, 3.6127, 4.9079)
N (0.9560, 1.9081, 8.6048)
H (-1.6026, 3.8417, 9.4226)
H (-0.1765, 3.4308, 10.2658)
H (-1.4307, 2.3008, 10.3629)
H (-1.0116, 1.5018, 8.1695)
H (0.2065, 4.2097, 7.4999)
H (-1.4155, 3.5501, 6.9390)
H (0.8920, 3.6327, 4.2820)
H (-0.2081, 4.6490, 5.1740)
H (-0.8662, 3.2643, 4.3452)
H (0.7897, 1.1650, 9.2683)
H (1.2611, 2.5394, 9.3318)
C (6.2897, 2.4372, 3.0490)
C (5.4286, 2.3155, 4.2864)
C (5.1177, 3.6447, 4.9280)
O (4.1837, 3.4425, 6.0216)
C (4.1392, 4.6324, 6.7989)
N (4.1187, 1.6424, 4.1509)
H (6.9921, 1.6192, 2.8888)
H (6.8626, 3.3629, 2.9960)
H (5.5959, 2.5874, 2.2219)
H (5.9848, 1.6192, 4.9141)
H (4.6382, 4.2694, 4.1744)
H (6.0874, 3.9987, 5.2777)
H (3.6597, 5.4219, 6.2202)
H (5.1419, 4.9942, 7.0265)
H (3.5103, 4.5196, 7.6820)
H (3.8843, 2.0513, 3.2576)
H (4.2835, 0.7074, 3.8063)
C (-0.0542, -3.0674, 4.8175)
C (1.2719, -2.3787, 5.2399)
C (2.3089, -2.7470, 4.2262)
O (3.6715, -2.3769, 4.5872)
C (4.5268, -2.7207, 3.5261)
N (0.9626, -0.9459, 5.3426)
H (0.0736, -4.1475, 4.7456)
H (-0.3971, -2.7615, 3.8291)
H (-0.7698, -2.9486, 5.6310)
H (1.5760, -2.8459, 6.1766)
H (2.1258, -2.4098, 3.2059)
H (2.3383, -3.8311, 4.1169)
H (4.4841, -3.8098, 3.5318)
H (5.5637, -2.4006, 3.6290)
H (4.2432, -2.2586, 2.5805)
H (0.0420, -0.9516, 5.7582)
H (0.5995, -0.7304, 4.4251)
C (2.0086, -3.9260, -5.0766)
C (1.3690, -2.6416, -5.4642)
C (-0.1375, -2.5462, -5.3631)
O (-0.8364, -3.5692, -6.0613)
C (-0.9481, -4.7605, -5.3065)
N (1.9346, -1.4979, -4.6798)
H (1.7475, -4.0815, -4.0298)
H (3.0743, -3.7885, -4.8933)
H (1.7275, -4.7494, -5.7332)
H (1.7021, -2.4224, -6.4787)
H (-0.5547, -1.6172, -5.7517)
H (-0.5255, -2.4605, -4.3481)
H (-0.0774, -5.3389, -4.9975)
H (-1.5523, -5.4970, -5.8360)
H (-1.6233, -4.4899, -4.4947)
H (1.4913, -1.3946, -3.7782)
H (2.8978, -1.7391, -4.4951)

- LUMO level: 2.091 eV
- Multiplicity: 1
- Gap between HOMO and LUMO: 7.94 eV
- ΔE to the lowest compared entry with this formula, charge and spin: 6.740 eV
- Net charge: -1

=====

Question: The lowest multiplicity belongs to which entry?
Answer: C32H88ClN8O12

=====

Question: Which formula does entry 3 have?
Answer: C32H88ClN8O12

=====

Question: Which formula does entry 1 have?
Answer: C32H87CrF12N9O20S4

=====

Question: What is the multiplicity in the second record?
Answer: 2